C25H26BN3O2RhS2 | the ωB97M-V functional and the def2-TZVPD basis

Values from the calculation:
* <S²>: 6.020
* ΔE to the lowest compared entry with this formula, charge and spin: 0.0820 eV
* charge: +1
* multiplicity: 5

Atoms and positions in Å:
C -1.487 1.368 1.149
C 2.344 -3.824 1.866
C 2.654 -3.783 3.227
C 0.989 2.401 -2.408
H 3.699 2.195 -1.052
H 0.723 3.366 -2.846
C 1.367 -1.793 3.454
H -3.792 -3.533 0.810
H -3.426 -0.783 -3.362
C -3.710 -2.952 -0.099
C 2.164 -2.770 4.034
O -2.635 -0.997 0.971
H 1.813 -0.768 -3.820
H -2.115 4.734 1.302
N 0.381 -0.013 -2.444
H -2.386 2.823 -0.195
S 0.613 -0.412 4.213
H 2.725 -4.632 1.256
H -0.388 2.214 4.320
C 3.064 1.947 -0.203
C 1.058 -1.824 2.094
H 2.124 3.865 -0.361
H -0.862 1.525 -3.050
C -0.809 2.329 3.328
B -2.188 0.211 0.442
H 2.397 -2.743 5.090
C 0.205 1.298 -3.105
C -1.894 2.692 0.765
C 1.544 -2.852 1.293
C 1.826 2.841 -0.112
C -3.157 -1.694 -0.095
H 0.483 1.246 -4.162
H 1.274 -2.896 0.243
H 1.445 2.850 0.911
C 1.630 -0.745 -2.740
C -4.156 -3.432 -1.330
C -3.054 -0.943 -1.250
C -1.767 3.755 1.599
H -0.104 2.901 -0.736
C -4.049 -2.673 -2.492
N 0.254 -0.777 1.672
C -1.249 3.549 2.924
H -4.602 -4.416 -1.381
C 2.892 -0.213 -2.060
N 0.731 2.370 -0.964
H 2.056 2.277 -2.573
C -0.822 1.217 2.436
C -3.491 -1.394 -2.472
C -0.071 0.052 2.680
H -4.416 -3.076 -3.426
O -2.456 0.274 -0.951
H 1.463 -1.773 -2.420
H 3.287 0.672 -2.552
S 2.728 0.159 -0.279
H -0.393 -0.606 -2.727
H 3.672 2.090 0.689
Rh 0.142 0.246 -0.226
H 3.276 -4.555 3.658
H -1.204 4.386 3.609
H 3.660 -0.981 -2.144

Mulliken atomic charge list, values in e, 4 entries: 0.4557 -0.7469 -0.5636 -0.8562

C6H12 | the ωB97M-V functional and the def2-TZVPD basis

Values from the calculation:
* ΔE to the lowest compared entry with this formula, charge and spin: 4.4461 eV

Atoms and positions in Å:
H 0.514 -1.540 -0.572
H -0.698 2.227 -0.439
H -2.441 1.562 -0.217
H -0.980 1.642 1.083
C -1.041 -0.006 -0.437
H 2.719 -1.360 -0.266
C 2.856 -0.189 0.041
H 1.510 1.168 0.298
H -1.837 -2.182 -0.170
C -1.958 -1.053 0.202
H 3.094 0.072 1.205
C 1.444 0.295 0.008
C 0.407 -0.493 -0.287
C -1.241 1.407 0.003
H -1.237 0.045 -1.537
H -1.838 -1.072 1.547
H -2.852 -0.836 0.183
H 3.580 0.313 -0.644

natural (NBO) atomic charge list, values in e, 4 entries: 0.1924 0.2230 0.2004 0.2102

C35H25Br4CoGeN5O5S3 | the ωB97M-V functional and the def2-TZVPD basis

Values from the calculation:
* <S²>: 0.931
* ΔE to the lowest compared entry with this formula, charge and spin: 0.3404 eV
* multiplicity: 2

Atoms and positions in Å:
C -3.258 -1.516 -1.331
C -2.204 -1.407 -0.438
C -1.126 1.529 -0.537
C 2.335 3.334 2.041
Ge 0.594 -1.676 0.390
H 0.781 4.761 1.762
H -1.990 -3.002 4.559
H 2.515 -0.561 -3.482
C -0.262 0.294 4.298
O 0.058 0.739 1.969
S 5.004 -0.638 -1.628
O -5.933 -0.224 -3.027
C 4.101 1.011 0.028
H 1.728 1.873 -2.066
O -6.892 0.260 -5.233
H 1.350 -0.846 -2.189
C -1.559 1.987 -2.841
N 2.514 2.397 1.149
N 2.979 0.467 -0.597
C 0.294 -0.222 5.436
H -0.085 -4.210 5.576
Br 4.160 -1.353 4.172
C 0.322 -2.508 2.116
Br -2.020 0.924 4.168
C 2.407 -0.704 4.299
H 2.549 -2.086 -2.592
C -2.025 1.756 -1.556
C 0.502 0.327 3.102
H -3.088 1.660 -1.381
H 1.794 -2.422 -0.230
C 4.694 2.782 1.776
C 1.653 -0.723 5.438
C 2.378 -1.015 -2.498
C 0.027 -3.740 4.606
C -0.921 -1.853 -0.782
C -3.054 -2.082 -2.584
C 3.842 2.074 1.001
H 0.229 3.162 2.280
N 0.204 1.508 -0.730
N -3.573 1.153 -3.746
C 0.655 1.852 -1.947
S 3.802 3.876 2.735
H 0.997 4.262 3.441
Co 1.353 0.669 0.629
C 1.384 -3.208 2.695
C -3.359 2.432 -6.105
H -1.737 -1.913 2.373
Br -0.722 -0.316 7.002
Br 2.375 -1.428 7.014
H 5.767 2.703 1.848
H -1.648 -3.024 -3.893
C -2.373 2.640 -5.154
H -3.308 2.938 -7.065
C -1.042 -3.059 4.038
H -3.866 -2.107 -3.302
S -5.767 -0.224 -4.472
C 1.007 3.913 2.410
C -4.463 0.997 -4.738
C 3.322 -0.394 -1.527
C -2.541 1.953 -3.970
C 5.278 0.506 -0.389
H 0.232 -2.851 -2.311
H -2.378 -0.935 0.524
C 1.239 -3.824 3.931
O 2.401 -0.221 1.956
C 1.837 -0.197 3.102
H 2.071 -4.359 4.371
C -1.801 -2.572 -2.920
H 2.338 -3.264 2.182
H 6.273 0.758 -0.059
H 0.243 2.311 -3.985
O -5.135 -1.436 -4.990
C -0.184 2.103 -3.012
H -1.462 1.304 0.463
H -4.241 -1.130 -1.091
C -0.895 -2.444 2.801
H -1.550 3.322 -5.326
N -4.388 1.621 -5.924
C -0.740 -2.462 -2.028

Mulliken atomic charge list, values in e, 4 entries: -1.2255 0.3238 -0.3641 0.4815

C28H41N2NiO5S3Sb | the ωB97M-V functional and the def2-TZVPD basis

Values from the calculation:
* <S²>: 2.015
* ΔE to the lowest compared entry with this formula, charge and spin: 1.1388 eV
* charge: -2
* multiplicity: 3

Atoms and positions in Å:
C 7.722 -2.406 0.168
H -2.384 2.094 2.935
H 0.230 1.037 -3.393
C 2.505 0.302 -0.341
N 2.385 -1.956 -0.446
H 4.786 -2.559 1.867
O 0.291 1.008 1.511
N 1.902 -0.769 0.084
H -3.695 2.865 -0.546
H -1.244 0.058 -3.457
H -5.736 0.118 -0.518
S 2.973 -4.463 -0.424
H 3.017 4.883 -0.602
C 0.911 3.253 1.489
H -0.361 0.271 -1.928
C -4.444 2.673 0.230
H -0.552 2.524 -0.696
H 6.499 -5.411 -0.808
C -3.154 -1.994 -1.393
H -0.005 3.463 -2.068
C -3.980 -1.167 -0.407
H -5.209 -2.867 0.116
H 3.437 2.598 -1.320
C 1.072 1.903 1.053
H -4.546 0.560 2.977
H -3.888 -2.567 1.257
C -1.502 1.981 -2.532
C 4.310 -4.953 0.726
C 6.560 -4.460 -0.289
H 6.727 -1.066 1.519
Sb -2.499 0.251 0.532
C -4.958 1.284 2.273
H -2.334 -2.501 -0.885
H -5.421 2.100 2.849
C 2.474 -2.940 0.383
C -0.689 0.773 -2.845
C -3.863 1.827 1.362
C 1.591 4.301 0.918
O -2.518 -0.566 2.390
C 5.602 -2.859 1.217
Ni 0.785 -0.997 1.685
H -1.601 3.788 -1.368
H 4.156 -0.823 -1.121
H -2.728 -1.358 -2.175
C -5.042 -0.397 -1.184
H -3.789 -2.750 -1.875
S -1.510 -1.777 2.471
H 0.186 3.424 2.277
C 2.734 2.759 -0.513
H -4.784 3.646 0.613
H 3.462 0.305 -2.280
C 2.498 4.063 -0.119
C -2.896 2.692 2.176
H -5.308 -1.528 1.277
O -0.394 -1.347 3.319
H -4.592 0.347 -1.851
H -3.298 3.070 -2.965
C 7.655 -3.631 -0.482
H 8.571 -1.751 0.010
H -5.295 2.191 -0.248
O -1.132 -1.986 1.054
H 1.414 5.316 1.262
C 3.730 0.169 -1.227
H -5.747 0.790 1.700
O -2.246 -2.892 3.024
H 3.879 -4.869 1.724
C 5.520 -4.086 0.559
C 6.691 -2.025 1.016
C -2.592 2.397 -3.459
H 4.526 -5.993 0.481
H -3.148 1.533 -3.835
H 8.456 -3.938 -1.145
H -3.438 3.506 2.678
H -2.203 2.937 -4.340
H 4.484 0.910 -0.966
C -0.896 2.992 -1.622
C 2.091 1.649 0.060
H -5.628 -1.091 -1.803
C -4.630 -2.082 0.624
H -2.128 3.132 1.533
S 2.176 -2.917 2.077

Mulliken atomic charge list, values in e, 4 entries: -0.4374 0.3921 0.4148 0.8705

C6H6BiCl2N2NdO3 | the ωB97M-V functional and the def2-TZVPD basis

Values from the calculation:
* <S²>: 3.755
* charge: +4
* multiplicity: 4

Atoms and positions in Å:
H -3.151 4.928 0.803
Bi 1.556 -5.040 -1.070
C 3.385 -6.807 -2.289
C 1.735 -7.354 -0.201
O 3.103 -0.196 -0.460
C 1.980 -0.210 -0.142
H -1.147 5.751 0.799
O 1.764 -8.333 0.423
H 0.148 4.582 1.234
H -3.572 3.449 -0.184
O 3.964 -7.676 -2.771
C -3.031 3.840 0.707
C -1.043 2.436 0.430
N -1.561 3.608 0.548
Cl 0.697 -4.282 1.221
Nd -0.152 -0.847 0.644
N -0.608 1.361 0.209
H -3.414 3.320 1.615
C -0.651 4.800 0.504
Cl 0.286 -2.246 -1.486
H -0.288 4.916 -0.533

Mulliken atomic charge list, values in e, 4 entries: 0.2963 1.8665 0.0373 0.2091

| no. | DFT total energy (eV) | maximum force (Eh/bohr) |
| --- | --- | --- |
| 1 | -60263.2031 | 0.0104 |
| 2 | -6412.4946 | 0.2000 |
| 3 | -461207.3146 | 0.0191 |
| 4 | -123006.5136 | 0.0339 |
| 5 | -61556.2238 | 0.1746 |